# 1
The following is a quantum chemistry calculation of a single C27H42BBrFN2O8PS molecule in a non-equilibrium geometry, from OMol25.

Each line ends with the Mulliken charge.
Geometry (Å):
C: -1.292 -1.014 -3.949  -0.646
C: 0.000 -0.463 -4.599  -0.679
C: 1.186 -0.228 -3.672  -0.914
C: 1.017 0.778 -2.517  0.023
O: 0.308 0.291 -1.394  0.581
C: 0.989 -0.512 -0.445  0.842
C: -0.002 -1.618 -0.041  -0.602
C: -0.066 -2.795 -0.964  0.268
O: 0.362 -2.814 -2.093  -0.472
C: -0.693 -4.044 -0.398  -0.035
C: -0.224 -4.518 0.829  -0.080
C: -0.743 -5.686 1.382  -1.028
C: -1.753 -6.363 0.701  -0.453
C: -2.231 -5.871 -0.509  -0.719
C: -1.714 -4.708 -1.070  -0.404
B: 2.460 -1.055 -0.812  1.191
C: 2.969 -2.547 -0.589  -1.177
O: 3.408 -0.204 -1.304  -0.788
C: 1.119 0.448 0.841  -0.051
F: 1.823 1.524 0.346  -0.476
O: -0.175 0.716 1.172  -1.387
C: -0.718 1.787 1.904  0.932
C: -0.059 3.159 1.821  -0.918
C: 1.228 3.449 2.584  0.258
C: 1.053 3.766 4.056  -1.399
Br: 1.903 5.145 1.779  -0.155
N: -2.081 2.058 1.255  -0.703
C: -2.390 1.348 0.312  0.558
O: -2.944 0.631 -0.386  -0.466
N: -1.054 1.308 3.238  0.973
C: -1.844 2.211 4.061  -1.127
C: -1.561 -0.036 3.223  0.742
C: -3.054 -0.293 3.086  -1.634
O: -0.831 -0.983 3.305  -0.473
P: 2.285 -0.235 2.180  0.787
O: 3.801 0.148 1.737  -0.532
O: 2.124 -1.845 2.254  -0.497
S: 2.039 0.442 3.961  -0.563
C: 0.333 2.072 -3.051  0.369
C: 1.028 3.278 -2.399  -2.270
C: -1.211 2.105 -2.874  0.235
C: -1.765 3.362 -2.192  -1.925
H: -2.149 -0.515 -4.397  0.384
H: -1.340 -0.839 -2.883  -0.199
H: -1.406 -2.068 -4.179  0.344
H: -0.262 0.414 -5.185  0.344
H: 0.316 -1.198 -5.338  0.552
H: 1.996 0.189 -4.275  0.485
H: 1.566 -1.184 -3.319  0.113
H: 2.014 1.150 -2.317  0.074
H: 0.093 -1.942 0.990  0.474
H: -0.990 -1.158 -0.107  0.181
H: 0.559 -3.993 1.355  0.300
H: -0.361 -6.067 2.316  0.423
H: -2.136 -7.275 1.132  0.391
H: -3.009 -6.433 -1.006  0.405
H: -2.082 -4.335 -2.013  0.503
H: 3.981 -2.578 -0.180  0.478
H: 2.971 -3.024 -1.567  0.197
H: 2.316 -3.141 0.043  0.395
H: 4.280 -0.437 -0.976  0.315
H: -0.775 3.932 2.072  1.104
H: 0.152 3.316 0.766  -0.761
H: 2.037 2.760 2.409  0.302
H: 0.840 2.872 4.631  0.161
H: 0.296 4.539 4.160  0.349
H: 2.001 4.147 4.420  0.503
H: -1.285 2.452 4.963  0.365
H: -2.112 3.153 3.595  0.370
H: -2.766 1.757 4.416  0.434
H: -3.208 -1.064 2.343  0.343
H: -3.484 -0.566 4.045  0.413
H: -3.550 0.622 2.771  0.467
H: 4.334 -0.659 1.765  0.449
H: 2.969 -2.286 2.093  0.401
H: 0.551 2.192 -4.107  0.839
H: 2.106 3.178 -2.523  0.511
H: 0.848 3.344 -1.330  0.466
H: 0.771 4.204 -2.904  0.531
H: -1.620 1.212 -2.426  -0.086
H: -1.634 2.155 -3.879  0.281
H: -1.457 3.460 -1.157  0.260
H: -2.852 3.266 -2.211  0.502
H: -1.549 4.253 -2.771  0.453

Force components x, y, z for each atom (eV/Å):
0.03 0.32 -0.55
-0.43 -0.66 0.14
0.03 0.19 0.04
-0.13 0.82 -2.06
0.26 -0.05 0.14
-0.42 -0.10 0.68
0.06 0.37 -0.42
-0.09 -0.92 0.19
0.13 0.34 -0.23
-0.03 0.41 0.41
-0.31 -0.37 0.02
-0.13 0.20 -0.59
0.43 0.34 0.12
-0.07 -0.20 0.12
0.23 -0.37 0.33
0.60 -0.58 -0.44
-0.59 0.35 0.48
-0.27 0.54 0.53
1.13 -1.32 -1.80
-0.30 0.64 0.51
0.30 0.45 0.24
-1.75 0.73 0.89
1.10 -0.22 -0.28
-0.19 0.72 0.13
0.52 -0.14 -0.27
0.04 -0.15 -0.11
1.54 -0.07 -0.64
-0.64 0.68 2.02
-0.46 -1.11 -1.93
0.16 0.01 -0.45
0.11 0.25 0.72
-0.29 -0.70 0.22
0.03 1.21 0.14
0.46 -0.11 -0.25
-0.60 1.09 3.31
-0.61 -1.11 -1.04
0.56 0.34 -1.04
-0.05 0.15 -0.34
-0.21 0.30 1.19
0.28 -0.23 -0.23
0.21 0.82 -0.81
-0.57 -0.72 -0.17
-0.14 0.03 0.03
0.06 -0.15 0.16
0.04 -0.23 0.30
0.19 0.35 0.13
0.12 -0.01 -0.14
0.10 0.05 -0.09
-0.09 -0.11 0.19
0.10 -0.49 0.81
0.10 -0.04 0.09
-0.18 -0.05 0.05
0.06 0.13 0.06
0.03 -0.01 0.11
-0.20 -0.09 -0.09
-0.09 0.12 -0.16
0.01 0.06 -0.10
0.16 -0.06 -0.08
0.13 -0.05 -0.14
0.03 -0.20 0.03
0.19 -0.17 -0.50
-0.32 -0.10 0.18
-0.13 -0.13 -0.16
-0.01 -0.20 -0.04
-0.30 -0.09 -0.03
-0.16 -0.01 0.25
0.04 0.14 0.20
0.10 0.06 0.07
0.01 -0.04 -0.36
-0.12 -0.16 -0.20
0.02 -0.29 0.02
0.02 -0.33 0.06
-0.22 -0.05 -0.13
0.41 0.27 -0.03
-0.21 -0.36 -0.02
0.10 -0.42 -0.22
0.13 -0.05 0.00
-0.12 0.14 0.07
-0.26 0.22 0.19
0.15 -0.11 0.24
-0.11 -0.30 -0.12
0.14 0.24 0.09
-0.12 0.07 0.20
0.28 0.23 0.14

As for the orbital gap: 0.306 Eh. The calculation puts the calculated total energy at -141602.4869 eV. For the max |F|, the calculation gives 3.5 eV/Å. The value obtained for the HOMO energy is -8.6 eV. As for the structure (SMILES): CCC[C@H](O[C@@](CC(=O)c1ccccc1)(B(C)O)[C@@](F)(O[C@@](C[C@H](C)Br)(N=C=O)N(C)C(C)=O)P(O)(O)=S)[C@H](C)CC.

=====

# 2
The following is a quantum chemistry calculation of C27H43BrCrN2P2 as an isolated structure in a non-equilibrium geometry, from OMol25.

Each line ends with the Mulliken charge.
Geometry (Å):
N: -6.592 5.110 -4.454  -0.560
C: -6.377 5.646 -3.256  -0.276
C: -5.517 5.066 -2.295  -0.505
C: -4.851 3.853 -2.615  0.590
C: -5.061 3.313 -3.927  -0.511
C: -5.965 3.962 -4.790  -0.336
C: -3.938 3.157 -1.694  -0.064
Cr: -0.281 0.100 0.646  0.260
P: 4.823 -0.620 0.728  0.014
C: -3.175 2.044 -1.971  -0.952
C: -2.052 1.577 -1.158  2.171
C: -0.856 1.269 -1.856  -1.354
C: 0.382 1.719 -1.332  -0.077
C: 0.533 2.257 -0.038  -0.031
C: -0.690 2.258 0.749  -1.752
C: -1.984 1.882 0.218  -0.852
Br: 1.883 3.419 0.527  -0.096
H: -3.799 3.676 -0.745  0.390
H: -3.273 1.640 -2.998  0.076
H: -5.363 5.540 -1.340  0.378
H: -4.595 2.396 -4.324  0.286
H: -6.872 6.598 -3.014  0.347
H: -6.198 3.577 -5.801  0.353
H: -1.002 0.974 -2.919  0.409
H: -2.961 2.064 0.664  0.776
H: 1.217 1.936 -2.009  0.612
H: -0.627 2.850 1.656  0.777
P: -0.590 -2.264 0.543  0.676
C: 5.023 1.152 0.912  0.124
C: 6.405 1.653 0.431  -1.315
H: 4.929 1.426 1.971  0.438
H: 4.177 1.642 0.415  -0.085
H: 6.578 2.714 0.631  0.390
H: 7.211 1.125 0.948  0.380
H: 6.582 1.539 -0.641  0.346
C: 4.396 -1.203 -0.910  0.639
C: 5.486 -2.180 -1.396  -1.359
H: 4.375 -0.315 -1.553  0.430
H: 3.390 -1.645 -0.920  -0.340
H: 5.406 -2.397 -2.460  0.393
H: 6.489 -1.778 -1.232  0.399
H: 5.441 -3.145 -0.888  0.373
C: 3.926 -1.411 2.075  0.029
C: 5.007 -1.872 3.135  -1.241
H: 3.366 -2.310 1.722  0.164
H: 3.204 -0.678 2.507  0.274
H: 4.651 -2.667 3.817  0.359
H: 5.904 -2.263 2.618  0.380
H: 5.345 -1.031 3.766  0.357
C: -0.526 -3.477 1.871  -0.467
C: -1.562 -4.606 1.860  -1.274
H: -0.557 -2.932 2.828  0.383
H: 0.505 -3.859 1.765  0.472
H: -2.529 -4.270 2.261  0.291
H: -1.689 -5.041 0.861  0.313
H: -1.184 -5.388 2.526  0.426
C: 0.719 -2.603 -0.668  0.277
C: 0.323 -2.439 -2.142  -1.243
H: 1.027 -3.634 -0.421  0.611
H: 1.585 -1.936 -0.484  -0.939
H: -0.539 -3.072 -2.404  0.386
H: 0.075 -1.392 -2.400  0.166
H: 1.182 -2.723 -2.773  0.457
C: -2.253 -2.188 -0.199  -0.652
C: -3.302 -1.652 0.781  -1.207
H: -2.454 -3.222 -0.528  0.660
H: -2.184 -1.515 -1.076  0.367
H: -3.909 -0.869 0.316  0.301
H: -3.982 -2.451 1.083  0.365
H: -2.906 -1.190 1.696  0.071
C: -1.817 -0.170 4.900  -1.324
C: -1.090 -0.151 3.646  0.481
N: -0.329 -0.066 2.759  0.138
H: -1.307 -0.738 5.686  0.344
H: -2.816 -0.609 4.813  0.333
H: -1.990 0.831 5.302  0.381

Force components x, y, z for each atom (eV/Å):
0.09 -0.31 0.01
0.70 -0.37 0.44
0.22 -1.08 -0.91
-0.47 -0.28 -1.59
-0.88 0.62 -0.11
0.28 0.36 0.64
1.10 -0.77 0.24
-0.32 1.65 0.31
-0.42 -0.07 0.35
-1.59 0.67 -0.86
0.29 1.09 0.73
-0.22 -0.23 -0.30
1.30 0.61 0.01
-3.22 -0.55 -0.72
0.79 -0.12 1.02
0.48 -0.27 -1.36
0.45 -0.22 -0.13
0.04 -0.20 -0.01
0.18 0.04 0.82
-0.03 0.04 0.16
-0.18 0.57 0.56
0.13 -0.53 -0.27
0.27 0.19 0.77
0.68 0.33 0.85
0.60 0.24 0.54
-0.24 -0.76 0.07
-0.28 -0.30 0.13
-0.15 2.34 -0.10
0.50 0.79 0.27
0.38 0.01 -0.26
-0.11 -0.39 -0.08
0.08 -0.03 -0.17
-0.44 -0.11 0.14
-0.15 -0.04 -0.03
-0.23 -0.19 0.04
0.21 0.08 -0.65
0.23 -0.34 -0.15
-0.01 -0.08 0.03
0.38 0.08 0.10
-0.21 0.18 0.00
-0.14 0.04 -0.02
-0.09 0.10 0.14
-0.02 -0.60 0.99
0.18 0.11 0.10
0.41 0.77 -0.03
0.44 -0.53 -0.27
-0.09 0.49 -0.51
-0.47 0.08 0.28
-0.22 -0.30 -0.35
0.34 -0.13 0.36
0.25 -0.12 0.15
0.03 -0.21 -0.32
-0.34 -0.12 0.27
0.26 -0.09 -0.31
-0.07 0.07 0.28
-0.25 -0.01 -0.15
0.30 -0.98 -0.48
0.05 -0.09 -0.33
0.26 0.20 -0.58
-0.61 -0.37 0.29
0.39 0.21 0.02
0.05 -0.46 0.29
-0.42 0.03 0.14
0.35 -0.76 -0.55
-0.55 -0.01 0.25
-0.50 0.54 -0.20
0.06 -0.54 0.28
0.09 -0.20 -0.05
0.06 0.12 0.04
0.18 -0.22 -0.21
-0.90 -0.09 0.69
2.43 0.41 -1.15
-2.34 -0.05 1.41
0.24 0.00 -0.40
0.17 -0.08 -0.33
0.27 0.10 -0.31

As for the orbital gap (alpha / beta): 0.270 / 0.110 Eh. The calculation puts the calculated total energy at -148699.6339 eV. The calculation puts the energy relative to the best compared isomer or geometry (same formula, charge and spin) at 0.0 kJ/mol. As for the expectation value of S²: 6.47. For the max |F|, the calculation gives 3.3 eV/Å. Its multiplicity is 5. As for the total charge: +2. The value obtained for the HOMO energy (alpha / beta) is -12.5 / -11.0 eV.